[1]
The following is a quantum chemistry calculation of 2 unconnected molecules or ions with the total composition C4H12, from the Open Molecules 2025 dataset.

Total charge ... 0
LUMO ... 1.093 eV
HOMO-LUMO gap ... 12.065 eV
Relative energy (zero: lowest compared OMol25 entry of this formula, charge and spin) ... 1.225 eV

XYZ file:
```
16
Properties=species:S:1:pos:R:3:forces:R:3
C 0.50247 -0.75594 -2.69542 0.0 1.3 0.8
C -0.32927 0.44303 -1.99585 0.5 -1.3 -0.3
H 0.52134 -1.67221 -2.03730 0.1 1.1 -0.5
H -0.01136 -1.08164 -3.64720 1.0 0.6 0.8
H 1.60742 -0.33302 -2.79082 -2.4 -1.2 -0.3
H -1.37863 0.31248 -1.76316 -0.3 -1.0 0.0
H -0.39716 1.34318 -2.56269 0.6 0.6 -1.0
H 0.11930 0.73151 -1.06334 0.5 0.0 0.5
C -0.26000 0.84644 2.44224 1.6 3.9 1.4
C 0.07592 -0.57666 2.24990 1.7 -1.8 -3.1
H -1.32482 1.11246 2.52875 0.2 -0.6 -0.5
H 0.13134 1.25136 3.47128 -0.4 -0.5 -1.9
H 0.20013 1.51621 1.57934 -0.9 -1.2 2.0
H 1.01035 -1.06490 2.65807 -0.9 1.2 0.2
H 0.33707 -0.64808 1.09411 -1.1 -0.6 2.1
H -0.74967 -1.20851 2.52770 -0.3 -0.5 -0.2
```
Forces are in eV/Å.

---

[2]
The following is a quantum chemistry calculation of 5 unconnected molecules or ions with the total composition C29H84BN13O8P4, from the Open Molecules 2025 dataset.

Total charge ... 0
LUMO ... 0.344 eV
HOMO-LUMO gap ... 8.587 eV

XYZ file:
```
139
Properties=species:S:1:pos:R:3:forces:R:3
C -2.20021 3.91182 -1.92965 -0.1 0.2 -0.3
N -2.84434 4.03276 -0.63791 -0.3 -0.1 0.3
C -3.49367 2.83372 -0.12743 -0.1 -0.1 0.3
P -3.19119 5.49068 0.16835 4.2 -0.2 -2.7
O -2.89888 5.19716 1.58952 -2.6 0.3 0.6
N -2.04358 6.69517 -0.18999 0.1 -0.1 0.3
C -1.31287 6.79993 -1.43614 -0.2 0.3 -0.3
C -1.23856 7.17675 0.92524 0.2 -0.1 0.3
N -4.31438 6.12890 -0.95709 -1.6 0.0 2.0
C -4.84361 7.45311 -0.55118 0.2 0.2 -0.1
C -5.48153 5.26474 -1.23017 0.2 -0.3 -0.3
H -2.68091 4.50868 -2.71449 0.0 0.0 0.0
H -2.22941 2.87565 -2.26495 -0.1 0.0 0.1
H -1.14630 4.19188 -1.88213 -0.1 0.0 0.0
H -4.54615 2.74837 -0.43286 0.1 -0.1 -0.1
H -3.46565 2.82343 0.96283 0.0 0.1 0.0
H -2.97325 1.93907 -0.46864 0.1 0.1 0.0
H -0.43286 6.14515 -1.45394 0.0 0.0 0.0
H -0.96031 7.82646 -1.57292 0.0 0.0 0.1
H -1.94394 6.57720 -2.29459 0.0 -0.1 0.1
H -0.43151 6.48290 1.18238 0.0 0.0 0.0
H -1.84775 7.33227 1.81066 0.0 -0.1 0.0
H -0.78824 8.14227 0.68044 -0.1 0.0 -0.2
H -5.42076 7.40143 0.37749 -0.1 0.0 0.0
H -5.48990 7.83991 -1.33886 0.0 -0.1 0.0
H -4.03220 8.16194 -0.41295 0.1 -0.1 0.0
H -6.00596 4.95432 -0.32158 -0.1 0.0 0.0
H -5.18059 4.37640 -1.78294 0.1 0.0 0.1
H -6.18584 5.80263 -1.86311 0.0 0.1 0.0
C -0.86937 -6.39388 5.61797 -0.1 -0.3 -0.3
N -1.11013 -4.97804 5.42913 -0.2 0.4 0.0
C -2.07333 -4.36492 6.33198 0.0 0.3 0.1
P -0.64164 -4.05478 4.07634 3.1 -3.8 1.4
O -0.19311 -2.76513 4.64768 -2.0 1.3 -1.2
N 0.80222 -4.65402 3.39504 0.2 0.2 0.2
C 1.21901 -6.04046 3.42571 -0.2 -0.2 -0.4
C 1.96041 -3.76886 3.41564 0.1 0.1 0.1
N -1.60364 -4.83107 2.89883 -1.0 2.3 -0.3
C -1.42820 -4.25399 1.54289 0.3 -0.2 -0.3
C -3.05540 -4.83222 3.17644 -0.1 -0.4 0.3
H -1.21600 -7.01043 4.77984 0.0 0.0 0.0
H -1.39802 -6.74676 6.50278 -0.1 0.1 0.0
H 0.18781 -6.60496 5.78527 0.0 0.0 0.0
H -3.10440 -4.39941 5.95286 0.0 -0.1 0.1
H -1.82034 -3.31741 6.50053 0.0 0.0 -0.1
H -2.05887 -4.85778 7.30376 0.1 -0.1 0.0
H 1.71896 -6.30095 4.36681 0.0 0.0 0.0
H 1.92783 -6.23162 2.61443 0.0 0.1 0.0
H 0.38208 -6.71692 3.26438 -0.1 0.1 0.1
H 2.44959 -3.74125 4.39735 0.0 0.0 0.0
H 1.68175 -2.75457 3.14507 -0.1 0.0 0.1
H 2.68908 -4.11203 2.67736 0.0 -0.1 0.0
H -1.75715 -3.21114 1.49099 -0.1 0.0 0.0
H -2.00015 -4.83319 0.81868 -0.1 0.0 0.1
H -0.38571 -4.29730 1.23798 0.1 0.0 0.2
H -3.45341 -3.83258 3.37429 -0.1 0.0 -0.1
H -3.28424 -5.47632 4.02434 0.1 0.1 0.1
H -3.58201 -5.24438 2.31729 0.1 0.0 -0.1
C 7.30854 1.49336 -3.09214 0.1 0.4 0.0
N 5.98316 0.93872 -2.90556 -0.3 -0.2 -0.1
C 5.42221 0.21755 -4.03785 -0.3 -0.2 0.0
P 4.91144 1.32530 -1.63941 4.9 0.0 1.2
O 4.28138 0.03241 -1.28809 -2.4 0.9 -0.8
N 5.73990 1.72337 -0.20996 0.1 -0.4 0.1
C 7.05408 2.33099 -0.15835 -0.1 0.5 0.0
C 5.52611 0.85580 0.94383 0.1 -0.3 -0.1
N 4.66028 2.97328 -2.03325 -2.5 -0.7 -0.2
C 3.73386 3.64948 -1.09184 0.2 0.1 0.3
C 4.14524 3.21815 -3.39572 0.4 0.0 -0.2
H 7.32611 2.58990 -3.09105 0.0 0.0 0.0
H 7.71343 1.17681 -4.05282 -0.1 -0.1 0.0
H 8.00498 1.13844 -2.33086 0.0 0.1 0.0
H 4.85092 0.86165 -4.72165 0.1 0.0 -0.1
H 4.75130 -0.56899 -3.69022 0.0 0.1 0.1
H 6.20974 -0.26571 -4.61564 0.1 0.0 0.1
H 7.85552 1.58747 -0.25142 0.0 0.0 0.0
H 7.18781 2.83947 0.80074 -0.1 -0.1 0.0
H 7.17908 3.09182 -0.92664 -0.1 -0.1 -0.1
H 6.10876 -0.07281 0.88196 0.0 0.0 0.0
H 4.47951 0.60354 1.03831 0.0 -0.1 -0.1
H 5.81272 1.37744 1.85902 0.1 0.1 -0.1
H 2.72457 3.22488 -1.12690 0.0 0.1 -0.1
H 3.67276 4.70827 -1.34528 0.0 0.0 -0.1
H 4.10041 3.57461 -0.07296 0.1 -0.1 0.0
H 3.24137 2.64370 -3.62135 -0.1 0.1 0.0
H 4.90405 2.98600 -4.14144 0.0 -0.1 0.1
H 3.91250 4.27635 -3.50618 0.0 0.0 0.1
C -2.82040 -6.57554 -4.70302 0.0 0.1 -0.4
N -3.48749 -5.85473 -3.63702 -0.3 0.1 0.2
C -4.77781 -6.38050 -3.21378 -0.1 0.1 0.3
P -3.07466 -4.30371 -3.07723 3.8 -2.9 -1.5
O -3.24198 -4.38906 -1.60725 -2.0 1.7 -0.1
N -1.40635 -4.00049 -3.22575 0.0 -0.1 0.3
C -0.54812 -4.57441 -4.24288 0.0 0.3 -0.4
C -0.66922 -3.77993 -1.98868 0.0 -0.1 0.2
N -3.42931 -3.42929 -4.50613 -1.7 1.3 1.5
C -3.17374 -1.97502 -4.36795 0.3 0.1 -0.1
C -4.81458 -3.57716 -5.00010 0.0 -0.4 -0.2
H -2.73813 -6.00025 -5.63289 0.0 0.0 0.0
H -3.37622 -7.48037 -4.94536 -0.1 0.0 0.1
H -1.82029 -6.89656 -4.40811 0.0 0.0 0.0
H -5.62244 -5.95638 -3.77427 0.0 -0.1 0.0
H -4.94519 -6.16814 -2.15727 0.0 0.1 0.0
H -4.80965 -7.46314 -3.33143 0.1 0.0 0.0
H -0.20328 -5.57953 -3.97168 0.0 0.0 0.0
H 0.33858 -3.94805 -4.37472 0.0 0.0 0.1
H -1.04113 -4.61334 -5.21229 -0.1 -0.1 0.1
H -0.45338 -4.72127 -1.46817 0.1 0.1 0.1
H -1.22550 -3.13512 -1.31511 -0.1 -0.1 0.0
H 0.27758 -3.27837 -2.20105 0.0 -0.1 -0.2
H -3.82519 -1.50955 -3.62150 -0.1 0.0 -0.1
H -3.34300 -1.48678 -5.32741 -0.1 -0.1 0.0
H -2.14092 -1.79437 -4.08409 0.0 -0.1 0.1
H -5.56665 -3.35583 -4.23713 0.0 0.1 0.0
H -4.98232 -4.58448 -5.37723 0.1 0.0 0.1
H -4.97027 -2.90007 -5.83858 0.1 0.1 0.0
C 0.10517 0.59620 3.89959 0.2 0.5 -0.4
C 0.63249 1.63534 2.89751 -1.1 -0.1 -0.4
C -0.44728 1.84326 1.80028 0.3 -0.2 0.2
C 1.91681 1.17427 2.21780 0.6 -0.2 -0.2
N 3.16483 1.43909 2.95564 -0.9 -0.2 0.0
C 3.44371 2.73290 3.26111 0.1 -0.5 -0.4
O 3.92980 3.09092 4.29226 0.5 0.5 1.1
O 3.13137 3.57913 2.25377 -0.4 0.3 -0.4
B 2.59728 4.82170 2.61821 0.1 0.2 -0.3
O 1.25930 5.00841 2.32147 0.2 -0.5 0.7
O 3.37832 5.81433 3.15840 -0.2 -0.4 0.4
H -0.33376 -0.22803 3.33393 0.2 -0.2 0.3
H 0.89395 0.23805 4.56248 -0.2 -0.1 0.1
H -0.69672 1.05795 4.47949 0.1 -0.2 0.2
H 0.72360 2.60015 3.40334 0.5 -0.1 0.0
H -0.18720 1.24999 0.91753 -0.1 0.0 0.0
H -1.41369 1.47581 2.15046 -0.1 0.2 0.0
H -0.52767 2.89079 1.50931 -0.1 0.0 -0.1
H 2.01681 1.58839 1.21367 0.0 0.2 0.1
H 1.86770 0.08950 2.07757 0.0 0.0 0.0
H 3.29552 0.83921 3.75834 0.1 0.1 0.0
H 0.80282 5.21967 3.14820 -0.3 0.5 -0.5
H 3.17689 5.93484 4.09540 0.3 0.3 -0.1
```
Forces are in eV/Å.

---

[3]
The following is a quantum chemistry calculation of C7H10 in the gas phase, from the Open Molecules 2025 dataset.

Total charge ... 0
LUMO ... 1.127 eV
HOMO-LUMO gap ... 10.310 eV
Relative energy (zero: lowest compared OMol25 entry of this formula, charge and spin) ... 2.623 eV

XYZ file:
```
17
Properties=species:S:1:pos:R:3:forces:R:3
C -1.52346 2.26977 0.50588 0.4 -0.2 -0.2
C -0.91508 1.28353 0.16945 -0.2 0.4 0.1
C -0.39178 -0.05553 -0.03931 0.0 0.0 0.2
C 1.02078 -0.39643 0.44646 0.0 -0.1 0.1
C 2.20077 0.42874 -0.08577 -0.1 0.0 0.0
C -0.96511 -0.94320 -1.12688 0.0 0.0 -0.2
C -1.50309 -1.04876 0.26105 -0.1 -0.2 0.2
H -2.06329 3.14010 0.80632 0.2 -0.1 -0.1
H 1.19519 -1.44708 0.18092 -0.1 0.1 0.1
H 1.03305 -0.34676 1.54087 0.0 0.0 -0.1
H 2.21495 0.51123 -1.17831 -0.1 -0.1 0.1
H 3.13867 -0.05732 0.21389 -0.2 0.1 0.0
H 2.21533 1.44092 0.33172 -0.1 -0.1 -0.1
H -1.59373 -0.52783 -1.90742 0.1 0.0 0.2
H -0.31387 -1.75120 -1.44886 0.0 0.2 -0.1
H -1.26649 -1.89064 0.90114 0.1 -0.1 -0.2
H -2.48283 -0.60954 0.42885 0.3 -0.1 0.1
```
Forces are in eV/Å.